A cluster of 2 separate species, C2H2BrFO in total at a distorted geometry. Source: the Open Molecules 2025 dataset; level of theory: ωB97M-V with the def2-TZVPD basis set.

ΔE to the lowest compared entry with this formula, charge and spin: 65.5 kcal per mole
multiplicity: 1
E: -2826.38573 Ha
M: 140.9 g/mol

Element x y z (Å)
C: -0.743 -0.563 -0.252
C: 0.176 -0.031 0.676
O: -0.491 -1.736 -0.512
F: -0.015 1.231 1.159
Br: 1.702 1.549 -1.527
H: -1.698 -0.013 -0.489
H: 1.068 -0.436 0.945

natural (NBO) population analysis, charges in e, atoms 1 to 5: 0.235 0.461 -0.419 -0.269 -0.400

---

A cluster of 3 separate species, CH6OS in total at a distorted geometry. Source: the Open Molecules 2025 dataset; level of theory: ωB97M-V with the def2-TZVPD basis set.

ΔE to the lowest compared entry with this formula, charge and spin: 65.1 kcal per mole
multiplicity: 2
E: -514.65371 Ha
charge: +1
M: 66.1 g/mol
expectation value of S²: 0.801

Element x y z (Å)
C: 1.614 -0.152 1.205
S: 0.073 0.231 0.374
H: 1.500 -0.434 2.265
H: 2.255 0.732 1.209
H: 2.105 -1.035 0.781
H: -0.259 -1.731 0.710
H: -2.163 -0.237 -1.074
H: -0.777 0.095 -1.536
O: -1.668 -0.067 -1.890

natural (NBO) population analysis, charges in e, atoms 1 to 5: -0.854 0.601 0.311 0.280 0.297

---

A cluster of 13 separate species, C26H78O13S13 in total at a distorted geometry. Source: the Open Molecules 2025 dataset; level of theory: ωB97M-V with the def2-TZVPD basis set.

ΔE to the lowest compared entry with this formula, charge and spin: 35.3 kcal per mole
multiplicity: 1
E: -7191.50286 Ha
M: 1015.8 g/mol

Element x y z (Å)
C: 6.436 -1.763 0.007
S: 4.795 -1.987 -0.588
O: 4.806 -3.105 -1.560
C: 4.027 -2.868 0.771
H: 6.990 -1.118 -0.715
H: 6.856 -2.754 0.119
H: 6.488 -1.284 0.937
H: 4.091 -2.359 1.738
H: 4.499 -3.853 0.822
H: 3.011 -2.999 0.451
C: 1.173 0.434 5.934
S: 2.279 0.679 4.523
O: 3.639 0.993 5.124
C: 2.392 -0.991 3.833
H: 1.580 -0.367 6.460
H: 0.188 0.323 5.489
H: 1.145 1.429 6.398
H: 2.976 -1.672 4.489
H: 2.849 -0.936 2.788
H: 1.415 -1.423 3.645
C: -3.710 -0.465 2.447
S: -2.270 -1.345 2.866
O: -1.122 -0.404 3.276
C: -2.829 -2.000 4.415
H: -4.004 0.216 3.269
H: -4.505 -1.210 2.226
H: -3.423 0.161 1.652
H: -3.099 -1.211 5.148
H: -1.977 -2.487 4.877
H: -3.729 -2.688 4.407
C: -5.333 0.500 -1.602
S: -6.395 0.878 -0.207
O: -5.487 1.418 0.869
C: -7.200 2.371 -0.896
H: -4.650 1.328 -1.828
H: -5.878 0.136 -2.442
H: -4.758 -0.368 -1.269
H: -6.850 3.322 -0.478
H: -8.288 2.368 -0.755
H: -6.957 2.531 -1.990
C: -1.796 -6.640 2.947
S: -1.193 -5.113 3.588
O: -0.072 -5.253 4.528
C: -0.470 -4.412 2.164
H: -0.972 -7.365 2.770
H: -2.371 -6.516 2.072
H: -2.390 -7.006 3.778
H: 0.306 -5.140 1.859
H: 0.069 -3.508 2.436
H: -1.193 -4.311 1.387
C: 1.109 -5.999 -2.704
S: 0.307 -4.419 -2.873
O: -0.397 -4.134 -1.552
C: 1.743 -3.414 -3.025
H: 0.372 -6.774 -2.717
H: 1.768 -5.991 -1.860
H: 1.707 -6.112 -3.625
H: 2.313 -3.534 -2.115
H: 1.402 -2.366 -3.112
H: 2.313 -3.712 -3.911
C: -0.818 3.065 3.531
S: -1.493 4.269 2.381
O: -0.620 4.268 1.157
C: -3.003 3.348 2.030
H: -1.593 2.423 3.836
H: -0.444 3.520 4.422
H: -0.004 2.509 3.001
H: -2.800 2.360 1.678
H: -3.550 3.932 1.325
H: -3.462 3.402 3.031
C: 0.945 4.495 -2.184
S: 2.496 4.655 -1.311
O: 3.577 5.189 -2.228
C: 1.947 6.074 -0.284
H: 0.301 3.937 -1.509
H: 1.115 3.967 -3.142
H: 0.569 5.481 -2.478
H: 2.756 6.412 0.335
H: 1.169 5.766 0.402
H: 1.696 6.877 -0.991
C: 4.735 1.866 -2.939
S: 3.754 0.793 -3.949
O: 2.317 0.793 -3.485
C: 3.779 1.863 -5.340
H: 4.297 2.913 -2.956
H: 5.788 1.888 -3.257
H: 4.693 1.626 -1.902
H: 2.955 1.454 -5.946
H: 4.727 1.656 -5.812
H: 3.523 2.938 -4.969
C: 4.572 2.963 2.680
S: 5.423 1.642 1.795
O: 4.460 0.716 1.249
C: 5.913 2.673 0.518
H: 3.963 3.529 2.031
H: 5.340 3.557 3.187
H: 3.954 2.567 3.468
H: 5.035 2.800 -0.162
H: 6.710 2.296 -0.157
H: 6.344 3.656 0.773
C: -2.053 1.443 -6.119
S: -3.002 2.615 -5.155
O: -3.235 2.050 -3.748
C: -1.581 3.728 -4.886
H: -1.969 1.759 -7.169
H: -2.523 0.469 -6.201
H: -1.014 1.309 -5.676
H: -0.967 2.983 -4.385
H: -1.988 4.599 -4.325
H: -1.141 4.062 -5.835
C: -3.480 -3.770 -0.485
S: -4.845 -4.155 0.524
O: -4.307 -3.868 1.907
C: -5.867 -2.847 -0.042
H: -3.237 -2.693 -0.558
H: -3.468 -4.042 -1.564
H: -2.620 -4.298 -0.073
H: -6.878 -2.844 0.418
H: -5.970 -2.965 -1.151
H: -5.435 -1.829 0.167
C: -0.134 -0.812 -0.172
S: -1.474 -0.255 -1.341
O: -2.816 -0.436 -0.682
C: -0.880 1.437 -1.442
H: 0.812 -0.482 -0.691
H: -0.192 -1.913 -0.144
H: -0.281 -0.291 0.791
H: -1.744 2.030 -1.815
H: -0.059 1.302 -2.143
H: -0.438 1.872 -0.522

Löwdin population analysis, charges in e, atoms 1 to 5: -0.267 0.782 -0.567 -0.236 0.071

---

An isolated molecule of C8H15NO at a distorted geometry. Source: the Open Molecules 2025 dataset; level of theory: ωB97M-V with the def2-TZVPD basis set.

ΔE to the lowest compared entry with this formula, charge and spin: 122.0 kcal per mole
multiplicity: 1
SMILES: COC1=N[C@@]1(C)CC(C)C
E: -443.64672 Ha
M: 141.2 g/mol

Element x y z (Å)
C: -1.146 -3.700 0.445
O: -0.983 -2.256 0.208
C: -0.107 -1.636 0.837
N: 0.792 -1.369 1.678
C: 0.222 -0.044 1.280
C: -0.755 0.609 2.219
C: 1.044 0.738 0.280
C: 0.418 1.069 -1.099
C: -0.643 2.106 -1.336
C: 1.573 1.331 -2.038
H: -0.483 -4.333 -0.090
H: -2.160 -3.839 0.051
H: -0.957 -4.009 1.546
H: -1.025 0.018 3.190
H: -1.575 1.111 1.668
H: -0.133 1.405 2.679
H: 1.256 1.718 0.693
H: 1.895 0.064 0.168
H: -0.082 0.169 -1.374
H: -0.222 3.139 -1.175
H: -1.659 2.030 -0.705
H: -0.937 1.786 -2.351
H: 1.427 1.140 -3.148
H: 2.164 0.464 -1.784
H: 2.078 2.290 -1.841

natural (NBO) population analysis, charges in e, atoms 1 to 5: -0.278 -0.456 0.560 -0.491 0.064

---

A cluster of 12 separate species, C33H65N5O29 in total at a distorted geometry. Source: the Open Molecules 2025 dataset; level of theory: ωB97M-V with the def2-TZVPD basis set.

multiplicity: 1
SMILES: C[C@H]1COC(=O)O1.C[C@H]1COC(=O)O1.C[C@H]1COC(=O)O1.C[C@H]1COC(=O)O1.C[C@H]1COC(=O)O1.C[N+](=O)[O-].C[N+](=O)[O-].C[N+](=O)[O-].C[N+](=O)[O-].C[N+](=O)[O-].COCCOC.COCCOC
E: -3751.62436 Ha
M: 995.9 g/mol

Element x y z (Å)
C: 17.877 11.549 6.660
C: 18.424 12.379 7.777
C: 17.754 13.717 8.141
O: 16.933 13.323 9.245
C: 17.374 12.212 9.792
O: 16.891 11.641 10.711
O: 18.328 11.667 9.032
H: 16.799 11.293 6.613
H: 18.297 10.507 6.754
H: 18.258 11.890 5.727
H: 19.509 12.450 7.612
H: 17.006 14.100 7.431
H: 18.450 14.528 8.429
C: 12.593 10.509 11.618
C: 13.812 10.717 12.532
C: 14.087 12.194 12.776
O: 14.741 12.157 14.071
C: 14.195 11.164 14.750
O: 14.307 11.028 15.949
O: 13.472 10.367 13.947
H: 12.794 10.835 10.594
H: 11.754 10.976 12.037
H: 12.349 9.448 11.608
H: 14.720 10.281 12.124
H: 13.255 12.865 12.719
H: 14.886 12.504 12.130
C: 14.033 8.425 19.517
C: 14.815 9.156 18.463
C: 15.910 10.069 18.974
O: 17.064 9.867 18.070
C: 16.837 8.600 17.467
O: 17.622 7.960 16.824
O: 15.567 8.229 17.622
H: 14.717 7.971 20.227
H: 13.319 7.642 19.252
H: 13.496 9.127 20.173
H: 14.170 9.688 17.875
H: 16.112 9.847 20.017
H: 15.579 11.103 18.887
C: 22.904 16.348 19.382
C: 22.427 15.666 18.128
C: 21.268 16.375 17.396
O: 21.977 17.455 16.749
C: 23.239 17.013 16.464
O: 23.934 17.576 15.704
O: 23.451 15.816 17.163
H: 22.079 16.122 20.084
H: 23.140 17.427 19.439
H: 23.795 15.797 19.756
H: 22.265 14.574 18.354
H: 20.656 16.833 18.112
H: 20.801 15.783 16.595
C: 19.103 11.620 13.143
C: 17.823 12.087 13.769
C: 17.736 11.775 15.287
O: 18.199 13.009 15.864
C: 18.131 13.979 14.973
O: 18.369 15.164 15.187
O: 17.701 13.538 13.778
H: 19.936 12.081 13.751
H: 19.116 12.010 12.104
H: 19.281 10.487 13.134
H: 16.938 11.764 13.186
H: 18.407 11.036 15.633
H: 16.753 11.662 15.688
C: 16.268 7.215 14.275
N: 17.132 8.275 13.817
O: 18.209 7.966 13.347
O: 16.741 9.440 13.870
H: 16.874 6.381 14.655
H: 15.667 6.839 13.469
H: 15.612 7.544 15.047
C: 21.918 12.474 10.524
N: 20.763 13.321 10.040
O: 19.921 13.512 10.863
O: 20.727 13.664 8.898
H: 21.404 11.490 10.674
H: 22.218 12.761 11.517
H: 22.639 12.360 9.720
C: 15.252 16.573 14.068
N: 14.090 15.906 13.341
O: 13.057 16.510 13.343
O: 14.410 14.945 12.639
H: 16.133 16.091 13.684
H: 15.046 16.438 15.131
H: 15.266 17.620 13.830
C: 21.604 8.286 14.020
N: 21.820 8.666 12.634
O: 22.556 9.592 12.428
O: 21.188 8.059 11.769
H: 21.927 8.933 14.801
H: 22.178 7.346 14.087
H: 20.509 8.147 14.062
C: 18.130 8.413 10.087
N: 16.654 8.567 9.887
O: 15.948 8.427 10.891
O: 16.292 8.817 8.758
H: 18.701 8.870 9.308
H: 18.275 7.327 10.167
H: 18.390 8.892 11.080
C: 10.663 14.523 19.231
O: 11.644 14.205 18.216
C: 11.554 15.070 17.180
C: 12.615 14.818 16.156
O: 13.919 15.263 16.566
C: 14.649 14.353 17.496
H: 9.622 14.399 18.856
H: 10.854 15.590 19.619
H: 10.846 13.868 20.019
H: 11.619 16.147 17.474
H: 10.566 15.004 16.706
H: 12.481 15.400 15.252
H: 12.694 13.760 15.830
H: 15.642 14.739 17.491
H: 14.664 13.348 17.121
H: 14.255 14.352 18.529
C: 20.374 11.899 18.161
O: 21.689 11.983 17.699
C: 22.554 11.172 18.410
C: 23.990 11.389 18.075
O: 24.374 10.881 16.808
C: 25.019 11.895 16.017
H: 19.801 12.706 17.736
H: 20.201 11.890 19.312
H: 19.875 11.001 17.832
H: 22.246 10.086 18.417
H: 22.478 11.542 19.477
H: 24.661 10.934 18.868
H: 24.209 12.482 17.970
H: 24.392 12.786 16.020
H: 25.111 11.466 15.034
H: 25.974 12.187 16.399

Löwdin population analysis, charges in e, atoms 1 to 5: -0.026 -0.305 -0.055 0.088 -0.611

---

An isolated molecule of C3H5ClN4 at a distorted geometry. Source: the Open Molecules 2025 dataset; level of theory: ωB97M-V with the def2-TZVPD basis set.

ΔE to the lowest compared entry with this formula, charge and spin: 31.3 kcal per mole
multiplicity: 1
SMILES: Nc1ncc(Cl)n1N
E: -796.50521 Ha
M: 132.6 g/mol

Element x y z (Å)
N: -2.707 0.299 0.033
C: -1.445 -0.264 0.005
N: -1.167 -1.540 -0.019
C: 0.219 -1.618 -0.012
C: 0.784 -0.347 -0.057
Cl: 2.420 0.162 0.047
N: -0.312 0.506 -0.042
N: -0.300 1.882 -0.089
H: -3.486 -0.304 -0.195
H: -2.892 0.949 0.782
H: 0.769 -2.606 -0.053
H: -0.800 2.251 -0.884
H: -0.681 2.293 0.760

natural (NBO) population analysis, charges in e, atoms 1 to 5: -0.845 0.482 -0.490 -0.098 0.024